C6H16N2 | the ωB97M-V functional and the def2-TZVPD basis

E_tot in eV: -9461.038
Energy relative to the best compared isomer or geometry (same formula, charge and spin) in kJ/mol: 100.0
Kohn-Sham gap in Eh: 0.347

Last column: Mulliken charge in e.
Geometry (Å):
C1 1.0380 0.3747 1.5730  -0.84
N1 -0.2766 -0.0794 1.1764  -0.29
C2 -0.8593 0.4683 -0.0585  -1.08
C3 -1.3948 -0.6242 -0.9862  0.97
C4 -1.2725 -0.2150 -2.4818  -1.36
C5 -2.8272 -1.0326 -0.6137  -1.40
C6 2.1868 0.1339 0.5865  -0.16
N2 3.3956 0.8871 0.9540  -0.63
H1 1.3304 -0.0674 2.5366  0.32
H2 1.0209 1.4632 1.7529  0.39
H3 -0.2899 -1.0894 1.2044  0.29
H4 -1.6751 1.1341 0.2305  0.27
H5 -0.0962 1.0206 -0.6046  0.35
H6 -0.7567 -1.4978 -0.8466  0.23
H7 -0.5374 -0.8326 -2.9949  0.27
H8 -2.2246 -0.3558 -3.0002  0.38
H9 -0.9262 0.8097 -2.5883  0.33
H10 -3.1345 -0.5980 0.3365  0.34
H11 -3.5823 -0.7518 -1.3577  0.38
H12 -2.9117 -2.1074 -0.4582  0.31
H13 2.4529 -0.9262 0.5862  0.28
H14 1.8595 0.4635 -0.4016  0.17
H15 4.0326 0.2992 1.4734  0.25
H16 3.1592 1.7014 1.5049  0.23

---

C6H16N2 | the ωB97M-V functional and the def2-TZVPD basis

E_tot in eV: -9459.351
Energy relative to the best compared isomer or geometry (same formula, charge and spin) in kJ/mol: 262.7
Kohn-Sham gap in Eh: 0.334

Last column: Mulliken charge in e.
Geometry (Å):
C1 -0.7699 -0.8593 0.1746  1.42
C2 1.1989 0.6544 -0.3977  0.62
C3 -0.1024 0.4583 -0.9973  -0.97
C4 -2.2713 -0.6186 0.0433  -1.85
C5 -0.3809 -0.8757 1.6465  -1.73
C6 1.3582 1.6285 0.7421  -1.40
N1 -0.4388 -2.1238 -0.4592  -0.66
N2 1.5945 1.5327 -1.9077  -0.65
H1 1.8542 -0.2125 -0.3811  0.26
H2 -1.1108 -2.8549 -0.2378  0.25
H3 0.4854 -2.4528 -0.2001  0.25
H4 2.1989 2.3477 -1.8234  0.17
H5 1.9462 0.9192 -2.6413  0.19
H6 -0.7859 1.3027 -0.9439  0.34
H7 -0.1488 -0.1324 -1.9086  0.38
H8 -2.5517 0.3483 0.4700  0.39
H9 -2.8421 -1.3876 0.5845  0.46
H10 -2.5984 -0.6382 -0.9999  0.40
H11 -0.6190 0.0700 2.1392  0.34
H12 0.6770 -1.1089 1.7958  0.33
H13 -0.9362 -1.6586 2.1838  0.42
H14 0.5646 2.3802 0.7448  0.30
H15 1.3659 1.1266 1.7120  0.35
H16 2.3125 2.1547 0.6614  0.41

---

C6H16N2 | the ωB97M-V functional and the def2-TZVPD basis

E_tot in eV: -9460.657
Energy relative to the best compared isomer or geometry (same formula, charge and spin) in kJ/mol: 136.7
Kohn-Sham gap in Eh: 0.332

Last column: Mulliken charge in e.
Geometry (Å):
C1 0.3928 -1.3914 -3.2313  -1.17
C2 -0.5740 -1.7148 -2.1257  0.02
C3 -1.3676 -0.8037 -1.5828  -0.21
N1 -2.3502 -1.0489 -0.6023  -0.61
H1 0.3734 -0.3253 -3.4589  0.30
H2 1.4155 -1.6682 -2.9602  0.27
H3 0.1424 -1.9446 -4.1424  0.35
H4 -0.5910 -2.7438 -1.7826  0.30
H5 -1.2515 0.2357 -1.8697  0.22
H6 -2.4820 -0.2350 -0.0157  0.30
H7 -2.0769 -1.8165 -0.0011  0.25
C4 1.2549 0.1338 0.8136  -1.09
N2 0.3036 1.0923 1.3502  0.06
C5 -0.3289 0.6003 2.5516  -1.04
C6 0.9229 2.3862 1.5647  -0.94
H8 0.7914 -0.8455 0.7631  0.38
H9 2.1557 0.0350 1.4414  0.36
H10 1.5671 0.4623 -0.1763  0.31
H11 -1.0511 1.3366 2.9206  0.35
H12 -0.8873 -0.3119 2.3287  0.29
H13 0.3781 0.3887 3.3713  0.36
H14 0.1597 3.1430 1.7251  0.30
H15 1.5039 2.6498 0.6851  0.31
H16 1.5993 2.3861 2.4339  0.34

---

C6H16N2 | the ωB97M-V functional and the def2-TZVPD basis

E_tot in eV: -9458.470
Energy relative to the best compared isomer or geometry (same formula, charge and spin) in kJ/mol: 347.7
Kohn-Sham gap in Eh: 0.334

Last column: Mulliken charge in e.
Geometry (Å):
C1 1.7610 -0.3470 2.8435  -0.99
C2 1.1315 0.6479 1.7893  -0.44
N1 -0.0171 0.1367 1.1180  0.06
C3 -0.7178 -1.1157 1.5637  -1.45
C4 0.2519 0.1569 -0.4251  -0.52
C5 -1.0885 0.4022 -1.1662  -0.49
N2 -0.7292 1.0883 -2.4568  -0.34
C6 -0.8612 0.0851 -3.5650  -0.81
H1 1.0823 -0.4263 3.8721  0.20
H2 1.8156 -1.3257 2.3499  0.29
H3 2.7895 0.0310 3.1330  0.34
H4 0.9028 1.6050 2.3656  0.19
H5 1.9855 1.0625 1.1564  0.32
H6 -0.3545 -2.0041 1.2834  0.50
H7 -0.8325 -1.2310 2.5683  0.48
H8 -1.6445 -0.9346 1.1549  0.46
H9 0.8031 -0.8440 -0.7252  0.19
H10 0.9941 0.9900 -0.7532  0.34
H11 -1.7220 -0.5895 -1.4466  0.20
H12 -1.7410 1.1051 -0.5644  0.32
H13 -1.2953 1.9665 -2.5529  0.24
H14 -0.5818 0.5858 -4.4313  0.39
H15 -1.9209 -0.3195 -3.6896  0.29
H16 -0.0111 -0.7253 -3.4218  0.22

---

C6H16N2 | the ωB97M-V functional and the def2-TZVPD basis

E_tot in eV: -9451.605
Expectation value of S²: 0.75
Energy relative to the best compared isomer or geometry (same formula, charge and spin) in kJ/mol: 200.3
Charge: +1
Spin multiplicity: 2
Kohn-Sham gap (spin up / spin down) in Eh: 0.377 / 0.192

Last column: Mulliken charge in e.
Geometry (Å):
C1 -0.0600 -0.1519 2.6114  -0.23
C2 1.1190 0.4972 1.7467  -1.11
C3 -0.5609 -1.3686 1.8865  -0.78
N1 -1.3477 -1.0653 0.6399  0.02
C4 -0.4014 -0.7146 -0.4764  -0.27
C5 -0.9765 0.3550 -1.4660  -0.66
N2 0.1704 1.2623 -1.8569  -0.32
C6 0.8801 0.7326 -2.9941  -0.86
H1 -0.8726 0.5655 2.8872  0.35
H2 0.4141 -0.4712 3.5936  0.31
H3 1.7150 -0.4199 1.2623  0.30
H4 0.6382 1.0832 0.9820  0.31
H5 1.7511 1.0300 2.3540  0.44
H6 -1.2870 -1.8365 2.5771  0.34
H7 0.3638 -1.9273 1.6301  0.41
H8 -2.0982 -0.3841 0.9287  0.40
H9 0.0653 -1.6095 -0.9611  0.35
H10 0.5306 -0.2724 -0.0635  0.03
H11 -1.7421 0.9073 -0.9363  0.48
H12 -1.4593 -0.1512 -2.3555  0.32
H13 -0.2572 2.1909 -2.0161  0.26
H14 0.3841 0.8034 -4.0078  0.30
H15 1.2060 -0.3049 -2.7888  0.28
H16 1.8253 1.2500 -3.1772  0.32

---

C6H16N2O | the ωB97M-V functional and the def2-TZVPD basis

E_tot in eV: -11509.663
Energy relative to the best compared isomer or geometry (same formula, charge and spin) in kJ/mol: 37.8
Kohn-Sham gap in Eh: 0.401

Last column: Mulliken charge in e.
Geometry (Å):
C1 1.2549 -0.7419 -0.1248  2.06
C2 0.4713 -0.4877 -1.4170  -1.55
C3 2.7583 -0.6946 -0.4161  -1.79
C4 0.8756 -2.1194 0.4272  -1.69
C5 0.8998 0.3301 0.9115  -1.51
H1 0.7247 -1.2316 -2.1719  0.42
H2 0.7038 0.4981 -1.8239  0.37
H3 -0.5992 -0.5534 -1.2276  0.27
H4 3.3330 -0.8831 0.4905  0.41
H5 3.0466 0.2825 -0.8046  0.39
H6 3.0314 -1.4474 -1.1551  0.40
H7 -0.1945 -2.1656 0.6242  0.37
H8 1.1287 -2.9032 -0.2861  0.40
H9 1.4058 -2.3228 1.3574  0.40
H10 1.1431 1.3258 0.5377  0.37
H11 -0.1623 0.2898 1.1475  0.22
H12 1.4572 0.1722 1.8344  0.41
C6 -2.6849 0.9811 0.2839  0.54
N1 -2.0467 2.0073 -0.4956  -0.59
N2 -3.4507 1.6868 1.1544  -0.44
O1 -2.6883 -0.2035 0.0555  -0.56
H13 -3.2752 2.6921 0.7389  0.33
H14 -1.4493 2.6732 -0.0289  0.28
H15 -1.5456 1.6430 -1.2942  0.24
H16 -4.1377 1.1723 1.6825  0.26

---

C6H16N2O2Si | the ωB97M-V functional and the def2-TZVPD basis

E_tot in eV: -21432.709
Energy relative to the best compared isomer or geometry (same formula, charge and spin) in kJ/mol: 97.6
Kohn-Sham gap in Eh: 0.337

Last column: Mulliken charge in e.
Geometry (Å):
C1 0.5813 1.4445 2.0243  0.12
C2 1.6884 -1.1829 0.1621  -1.03
C3 -0.5124 -0.6642 -1.7829  -0.93
C4 1.7948 1.3723 -1.3632  -1.02
C5 -1.8005 -0.2282 1.6447  -0.84
C6 -0.4106 1.0091 0.9189  0.88
N1 -1.3249 2.0713 0.4582  -0.67
N2 -1.3006 -1.6074 1.5848  -0.49
O1 0.8823 2.5858 1.9963  -0.58
O2 1.1569 0.6781 2.8679  -0.50
Si1 0.6160 0.1505 -0.4713  0.31
H1 2.4143 -1.0742 0.9729  0.42
H2 1.0531 -2.1165 0.3237  0.29
H3 2.3807 -1.4953 -0.7877  0.25
H4 0.1689 -1.5577 -2.2436  0.23
H5 -1.4760 -1.1816 -1.4284  0.28
H6 -0.7463 0.0839 -2.6088  0.30
H7 2.0573 0.8379 -2.4103  0.19
H8 1.3367 2.3331 -1.5047  0.34
H9 2.7884 1.4788 -0.8739  0.31
H10 -2.7087 -0.1418 0.9957  0.30
H11 -1.9920 0.2378 2.5937  0.44
H12 -0.9278 2.5350 -0.3298  0.25
H13 -1.3592 2.7563 1.2624  0.31
H14 -1.8941 -2.1751 0.9457  0.26
H15 -1.5715 -2.0150 2.5038  0.25
H16 0.8568 -0.1500 2.7046  0.35

---

C6H16N3O | the ωB97M-V functional and the def2-TZVPD basis

E_tot in eV: -12987.884
Energy relative to the best compared isomer or geometry (same formula, charge and spin) in kJ/mol: 540.9
Charge: +1
Kohn-Sham gap (spin up / spin down) in Eh: 0.314 / 0.314

Last column: Mulliken charge in e.
Geometry (Å):
C1 -0.1039 1.0630 1.2805  0.27
C2 -2.3275 0.5980 -0.6700  -1.14
C3 -0.8427 -0.4924 -2.0107  -1.33
C4 2.3221 -0.3250 0.5911  -1.03
C5 0.5945 -1.9810 0.9924  -0.76
C6 0.1451 0.2859 -0.0054  -0.87
N1 -0.4134 2.3103 1.0733  -0.22
N2 -1.0004 -0.0088 -0.6604  0.41
N3 1.0377 -0.8462 0.1427  0.47
O1 0.0041 0.4521 2.3275  -0.59
H1 -2.3846 1.4795 -1.2489  0.47
H2 -3.1971 -0.1030 -0.9249  0.32
H3 -2.4255 1.0012 0.3271  0.49
H4 -0.1438 -1.3106 -2.2565  0.25
H5 -1.7058 -0.7348 -2.4539  0.48
H6 -0.3358 0.2680 -2.5325  0.49
H7 2.4342 -0.5614 1.5459  0.42
H8 3.1599 -0.8173 0.1905  0.44
H9 2.5066 0.7596 0.5221  0.38
H10 -0.5611 -2.1635 1.0437  0.28
H11 1.0111 -3.0357 0.7412  0.32
H12 0.8672 -1.5968 1.9603  0.39
H13 1.3560 1.4459 -1.1302  0.11
H14 -0.6581 2.5525 0.0911  0.27
H15 -0.5408 2.8640 1.8642  0.28
H16 1.2021 -1.1033 -0.8002  0.40

---

C6H16N5 | the ωB97M-V functional and the def2-TZVPD basis

E_tot in eV: -13924.041
Energy relative to the best compared isomer or geometry (same formula, charge and spin) in kJ/mol: 217.8
Charge: +1
Kohn-Sham gap in Eh: 0.344

Last column: Mulliken charge in e.
Geometry (Å):
C1 0.2389 1.0382 0.2386  -0.51
C2 0.7631 -1.1741 0.8934  1.10
C3 -1.3358 1.3048 -1.7970  0.96
C4 -0.0495 -2.2051 0.0913  -1.65
C5 1.5953 -1.8949 2.0823  -1.37
C6 -2.2224 2.4010 -1.2791  -1.27
N1 -0.1407 -0.0420 1.1862  -0.42
N2 1.7292 -0.5487 -0.0866  -0.42
N3 1.6170 0.9000 0.0033  -0.44
N4 -0.3826 0.7521 -1.0851  -0.02
N5 -1.5326 0.8401 -3.0745  -0.38
H1 0.0080 2.1835 0.6635  0.38
H2 0.1084 -2.1663 -0.9239  0.38
H3 -1.1287 -2.0036 0.2710  0.35
H4 0.2662 -3.1740 0.4571  0.44
H5 2.1724 -1.2102 2.7299  0.38
H6 2.2545 -2.5736 1.4852  0.41
H7 0.8885 -2.3294 2.8661  0.33
H8 -1.9009 3.2411 -1.8103  0.36
H9 -2.0864 2.4976 -0.1850  0.32
H10 -3.2118 2.2559 -1.5914  0.44
H11 0.0196 0.2780 2.1332  0.34
H12 2.7289 -0.7514 -0.1157  0.30
H13 2.2993 1.1423 0.6743  0.28
H14 0.1438 -0.1109 -1.4664  0.27
H15 -2.3425 0.9720 -3.5739  0.22
H16 -0.9934 0.0103 -3.4041  0.23

---

C6H16NO | the ωB97M-V functional and the def2-TZVPD basis

E_tot in eV: -10009.367
Energy relative to the best compared isomer or geometry (same formula, charge and spin) in kJ/mol: 380.7
Charge: +1
Kohn-Sham gap in Eh: 0.159

Last column: Mulliken charge in e.
Geometry (Å):
C1 -0.9592 0.3355 1.1196  -0.44
O1 -2.0009 -0.4844 0.6343  -0.43
C2 0.3248 -0.3444 0.7786  0.06
C3 0.7578 -0.4857 -0.5733  -0.49
C4 1.1037 0.8576 -1.3031  -0.65
C5 2.3686 1.5042 -0.7356  -0.32
C6 3.5959 0.5926 -0.7583  -1.20
N1 -5.3658 -1.7527 1.0544  -0.51
H1 -1.0567 1.3010 0.6276  0.27
H2 -1.0400 0.5539 2.1869  0.34
H3 -1.8655 -1.4121 0.9069  0.36
H4 0.7950 -0.9471 1.5611  0.34
H5 1.6145 -1.1474 -0.6704  0.45
H6 -0.0915 -0.9079 -1.1293  0.36
H7 1.2204 0.6069 -2.3566  0.35
H8 0.2759 1.5717 -1.2178  0.37
H9 2.1526 1.8111 0.2955  0.27
H10 2.5773 2.4059 -1.3080  0.34
H11 3.6962 0.0839 -1.7168  0.32
H12 3.5775 -0.1512 0.0454  0.31
H13 4.5094 1.1602 -0.5938  0.37
H14 -5.9408 -2.3798 0.5333  0.18
H15 -4.6710 -1.1900 0.6045  0.18
H16 -5.5781 -1.5818 2.0149  0.17

---

energy relative to the best compared isomer or geometry (same formula, charge and spin) of number 8 (C6H16N3O)? 540.9 kJ/mol

---

Look up the E_tot of the eighth one. -12987.884 eV

---

Which formula does entry 4 have? C6H16N2

---

energy relative to the best compared isomer or geometry (same formula, charge and spin) of number 2 (C6H16N2)? 262.7 kJ/mol